(1)
Entry from the Open Molecules 2025 dataset: C41H36BF5N2SV as an isolated structure (wB97M-V/def2-TZVPD).

XYZ file:
```
87
Properties=species:S:1:pos:R:3:forces:R:3
V 0.36048 -0.07985 -0.94098 0.202 -0.030 -0.054
C 1.57845 1.81562 2.37695 -0.002 0.000 0.000
C 0.82972 0.84893 3.28454 0.009 0.001 -0.010
C 1.82660 0.17526 4.24284 -0.017 0.000 0.008
C -0.11926 -0.22848 2.73816 0.024 -0.016 -0.013
C -1.16935 -0.50350 3.60792 -0.006 0.000 0.020
C -1.98059 -1.61259 3.45531 0.003 0.011 0.010
C -1.72149 -2.49402 2.43165 0.026 0.007 -0.028
C -0.71838 -2.26933 1.48255 -0.034 -0.008 0.001
C -0.65013 -3.40344 0.44512 0.012 -0.005 0.013
C 0.70126 -3.83154 -0.13080 0.005 0.020 -0.003
C -1.73782 -3.23265 -0.62409 0.011 0.019 -0.004
C 0.03664 -1.07723 1.60936 -0.012 -0.016 -0.053
N 1.03962 -0.71078 0.61709 -0.042 0.077 0.048
C 2.38634 -1.06642 0.93553 0.036 -0.032 -0.026
C 2.65547 -2.18468 1.72866 -0.030 0.017 0.013
C 3.94971 -2.55597 2.03488 0.023 0.001 0.006
C 5.02197 -1.80611 1.56856 -0.013 -0.007 0.004
C 4.78422 -0.66925 0.81705 -0.004 0.006 -0.001
C 3.48379 -0.31521 0.52268 0.009 -0.008 -0.043
F 3.28878 0.84015 -0.14088 0.024 -0.014 0.035
H 2.07960 2.54549 3.01552 -0.004 0.005 0.003
H 0.91839 2.36828 1.71805 0.018 -0.007 0.003
H 2.34890 1.33750 1.78486 -0.027 0.025 0.044
H 0.18005 1.47264 3.90379 -0.010 0.006 0.007
H 2.57044 -0.40523 3.69580 -0.004 -0.003 -0.013
H 1.32253 -0.49075 4.94371 0.003 0.003 0.001
H 2.35500 0.93824 4.81612 0.003 -0.001 -0.004
H -1.31860 0.14973 4.45896 0.005 0.007 0.001
H -2.78043 -1.80672 4.15817 0.000 -0.002 -0.002
H -2.31766 -3.39329 2.33993 0.000 -0.001 0.001
H -0.97251 -4.26881 1.03019 -0.006 0.001 0.000
H 1.27738 -3.03244 -0.58189 -0.004 -0.013 0.005
H 0.51895 -4.57430 -0.90897 0.004 -0.002 0.001
H 1.31772 -4.30969 0.62942 0.001 -0.007 0.009
H -1.54045 -2.40359 -1.29737 -0.025 -0.012 -0.001
H -2.71170 -3.06574 -0.16114 -0.007 0.003 0.010
H -1.79982 -4.13743 -1.22947 0.003 -0.001 0.000
H 1.82821 -2.75510 2.12350 -0.004 -0.002 -0.011
H 4.12067 -3.43045 2.64735 0.000 0.001 0.000
H 6.03711 -2.09277 1.80550 -0.001 0.000 0.000
H 5.58546 -0.03407 0.46497 -0.001 0.001 0.000
S 0.68539 4.37782 -1.76895 -0.008 0.012 0.038
C -0.52123 4.25034 -0.52498 0.031 -0.011 -0.040
C -1.31941 5.25845 0.00602 -0.014 -0.001 -0.005
C -2.20601 4.91726 1.00651 0.008 -0.005 -0.002
C -2.27618 3.60333 1.48369 0.001 0.006 0.005
C -1.47347 2.61107 0.96326 0.002 -0.003 -0.008
C -0.59913 2.93278 -0.07112 -0.024 0.029 0.023
N 0.29183 2.07006 -0.71533 -0.009 -0.161 0.011
C 1.00590 2.70648 -1.61071 0.003 0.072 -0.054
C 1.92385 1.93778 -2.42601 0.021 -0.030 -0.039
C 2.88850 2.47531 -3.26736 -0.027 0.008 0.028
C 3.74198 1.61728 -3.94299 0.020 -0.010 -0.014
C 3.62456 0.24488 -3.77430 0.007 0.003 -0.007
C 2.64390 -0.29321 -2.94476 -0.017 0.022 0.009
C 1.78985 0.55965 -2.26916 -0.044 -0.030 0.054
H -1.24741 6.27482 -0.35614 -0.002 0.001 0.003
H -2.84593 5.67682 1.43399 0.002 0.002 0.001
H -2.96733 3.36155 2.28020 0.001 0.000 0.000
H -1.50802 1.60821 1.36112 -0.002 0.008 0.002
H 2.98528 3.54838 -3.38278 -0.004 0.001 0.000
H 4.50225 2.01908 -4.59866 -0.001 0.000 0.000
H 4.29596 -0.42147 -4.30005 0.000 0.002 -0.002
H 2.56255 -1.36564 -2.83892 0.003 -0.009 -0.007
C -5.43278 0.46582 0.14985 -0.006 0.002 0.013
C -4.36819 0.02884 0.96401 -0.011 -0.008 -0.009
C -3.10209 -0.06541 0.46207 0.040 0.005 -0.023
C -2.81968 0.26300 -0.88362 -0.036 -0.003 0.012
C -1.52689 0.18623 -1.48170 -0.133 0.016 0.018
C -1.35607 0.44080 -2.81986 -0.010 0.017 -0.023
C -2.43568 0.85338 -3.62715 -0.004 0.019 -0.030
C -3.67389 0.98113 -3.07339 -0.002 -0.005 -0.013
C -3.89841 0.68211 -1.70792 0.022 0.001 0.025
C -5.19862 0.78396 -1.15523 -0.007 0.002 -0.002
H -6.43118 0.54000 0.55946 0.000 -0.001 0.001
H -4.55550 -0.23791 1.99650 0.005 -0.001 0.000
H -2.30042 -0.39991 1.09994 -0.007 -0.016 0.014
H -0.39426 0.32278 -3.30965 0.013 -0.007 0.025
H -2.27012 1.04700 -4.67806 0.001 0.002 0.001
H -4.51503 1.29482 -3.67933 -0.002 -0.002 -0.001
H -6.00777 1.11135 -1.79629 0.003 -0.001 -0.004
F 1.30847 -3.44567 -3.72924 -0.001 0.006 -0.015
B 0.24536 -2.72975 -4.04106 -0.017 -0.001 -0.013
F 0.46363 -1.55994 -1.91272 0.013 0.048 0.041
F 0.38911 -1.60302 -4.71991 0.008 -0.009 0.000
F -0.96292 -3.18106 -3.77838 0.011 0.005 0.012
```
Positions in Å, forces in eV/Å.

The energy above the lowest of the compared OMol25 structures with the same formula, charge and spin is 0.000 eV. Its largest force on an atom is 0.2 eV Å⁻¹. For the molar mass, the calculation gives 745.566 u. Its net charge is +1.



(2)
Entry from the Open Molecules 2025 dataset: an isolated ion of composition C9H12NO and charge +1 in a non-equilibrium geometry (wB97M-V/def2-TZVPD).

XYZ file:
```
23
Properties=species:S:1:pos:R:3:forces:R:3
C -1.44298 1.60791 1.15922 0.203 -0.285 -0.806
O -1.66666 0.17144 1.03050 -1.344 0.603 1.998
N -1.13423 -0.38992 -0.06609 1.090 -1.061 -0.775
C 0.27836 -0.25670 -0.12203 1.458 1.154 -1.517
C 0.92655 -0.71075 0.98709 0.680 -0.174 0.326
C 2.28764 -0.55583 1.09741 0.040 0.096 -1.609
C 2.91769 0.06054 0.01752 1.540 0.500 2.050
C 2.27201 0.63629 -1.06372 -0.557 -0.524 1.230
C 0.87053 0.50597 -1.16715 0.845 -1.429 0.733
C -1.85484 -1.68096 -0.41312 0.252 1.345 0.813
C -1.80814 -0.48480 -1.31530 -3.416 -0.882 -0.203
H -1.68514 1.89876 2.21657 0.529 -0.470 -1.186
H -2.16673 1.98753 0.45389 -0.164 0.967 0.069
H -0.41455 1.81201 0.76702 -0.806 0.252 0.976
H 0.30377 -1.12120 1.73001 -0.345 -0.660 1.037
H 2.94159 -0.89562 1.86938 -0.289 -0.269 0.748
H 4.00226 0.25331 0.27113 -1.147 -0.177 -1.209
H 2.98969 1.20895 -1.58718 -0.305 0.692 -1.602
H 0.28659 0.79662 -2.03603 0.248 0.374 0.259
H -2.61989 -1.96436 0.32769 0.007 0.723 -0.804
H -1.14174 -2.41915 -0.54566 1.210 -1.444 -0.609
H -1.41332 -0.49583 -2.30838 1.118 -0.040 0.039
H -2.72843 0.03581 -1.30277 -0.847 0.707 0.041
```
Positions in Å, forces in eV/Å.

The energy above the lowest of the compared OMol25 structures with the same formula, charge and spin is 3.155 eV. The SMILES is CO[N+]1(c2ccccc2)CC1. Its largest force on an atom is 3.5 eV Å⁻¹. For the molar mass, the calculation gives 150.201 u. Its net charge is +1.



(3)
Entry from the Open Molecules 2025 dataset: one molecule with the formula C5H7BrO in a non-equilibrium geometry (wB97M-V/def2-TZVPD).

XYZ file:
```
14
Properties=species:S:1:pos:R:3:forces:R:3
C -0.89687 0.04803 1.07534 1.747 0.445 1.990
C 0.29698 0.61758 1.21966 0.634 0.051 -1.515
C -1.27319 -0.86120 0.00922 -0.014 0.699 -1.136
C -0.30892 -0.64766 -1.09995 2.139 3.176 1.688
C 1.05596 0.56872 -0.03345 -1.724 -3.112 -2.838
O 1.27495 1.76660 -0.55665 -0.221 1.904 0.123
Br 2.71433 -0.50510 -0.13471 0.152 -0.072 0.448
H -1.35435 0.03020 1.98887 -2.344 -0.036 2.101
H 0.75599 1.18232 2.04053 -0.760 -0.373 -0.046
H -1.26664 -1.84315 0.37421 0.463 -1.637 0.758
H -2.29626 -0.78300 -0.29152 -0.859 0.624 -0.301
H 0.31557 -1.48300 -1.32132 0.173 -0.251 -0.890
H -0.65310 0.10301 -1.82783 0.407 -0.858 -0.171
H 1.63555 1.80666 -1.44241 0.205 -0.562 -0.210
```
Positions in Å, forces in eV/Å.

The energy above the lowest of the compared OMol25 structures with the same formula, charge and spin is 1.949 eV. Its largest force on an atom is 4.6 eV Å⁻¹. For the molar mass, the calculation gives 163.014 u.



(4)
Entry from the Open Molecules 2025 dataset: C11H19GaN3OSSbSe4 as an isolated structure (wB97M-V/def2-TZVPD).

XYZ file:
```
41
Properties=species:S:1:pos:R:3:forces:R:3
Ga -0.09460 -0.81481 -0.50546 0.461 0.548 0.241
O -2.64762 -0.66737 0.99529 0.253 -0.249 -0.176
C -3.59419 0.32613 0.62462 0.086 0.039 0.181
C -3.21093 1.67765 1.20024 0.142 -0.007 -0.116
C -1.75060 2.06712 0.89665 -0.150 -0.240 -0.055
C -1.45733 2.15401 -0.57868 0.104 0.102 -0.056
C -1.83345 3.29833 -1.27067 -0.005 -0.025 -0.035
C -1.56218 3.41770 -2.62279 0.007 0.013 -0.002
C -0.90331 2.38522 -3.26435 -0.033 0.050 0.067
C -0.55437 1.27444 -2.52460 -0.002 -0.178 -0.201
N -0.82440 1.14936 -1.22074 -0.316 -0.182 0.751
H -2.74826 -0.89758 1.92607 -0.043 0.041 -0.079
H -4.59146 0.03070 0.95621 -0.077 0.064 -0.068
H -3.59450 0.35718 -0.46541 0.036 -0.079 -0.016
H -3.34675 1.66132 2.28495 -0.018 0.067 0.002
H -3.88693 2.43191 0.79071 -0.027 0.062 0.059
H -1.06813 1.35718 1.36622 -0.022 -0.025 0.003
H -1.56864 3.04287 1.34758 0.106 0.020 -0.036
H -2.32825 4.10024 -0.73844 0.000 -0.029 0.039
H -1.85356 4.31044 -3.16083 0.007 0.002 -0.002
H -0.64829 2.42321 -4.31326 -0.011 -0.043 -0.007
H -0.04103 0.45464 -3.01641 -0.024 -0.005 0.040
C 3.49313 -3.54342 1.05814 0.091 0.068 -0.079
N 2.14861 -3.03103 1.24196 0.059 -0.226 -0.020
C 1.88751 -1.83957 1.73831 0.089 0.033 0.027
S 0.24896 -1.29767 1.87650 -0.591 0.319 -0.370
N 2.89282 -1.09795 2.18297 0.108 0.015 -0.016
C 2.78909 0.25745 2.69153 -0.091 0.159 0.080
H 3.42749 -4.53257 0.62259 -0.015 -0.058 -0.027
H 4.01724 -3.60067 2.01709 -0.040 -0.049 -0.032
H 4.05073 -2.91459 0.35933 -0.032 0.023 -0.032
H 1.37963 -3.56478 0.86606 -0.082 0.115 -0.076
H 3.82442 -1.45838 2.05293 -0.014 -0.006 -0.032
H 1.97157 0.77984 2.20307 0.019 -0.023 -0.055
H 3.71758 0.78095 2.47662 0.019 -0.040 -0.004
H 2.61062 0.26673 3.76762 0.019 -0.029 -0.018
Se 2.48089 -4.33302 -2.66490 -0.161 0.268 -0.004
Sb 1.24971 -2.30422 -3.03578 0.157 0.226 0.200
Se 2.11863 -0.47325 -1.29587 -0.125 -0.433 -0.261
Se -1.04355 -2.49413 -1.76445 0.006 -0.058 -0.086
Se 0.84368 -1.13960 -5.10060 0.106 -0.249 0.269
```
Positions in Å, forces in eV/Å.

The energy above the lowest of the compared OMol25 structures with the same formula, charge and spin is 0.000 eV. Its largest force on an atom is 0.8 eV Å⁻¹. For the molar mass, the calculation gives 748.683 u.



(5)
Entry from the Open Molecules 2025 dataset: one molecule with the formula C2H3NO2 in a non-equilibrium geometry (wB97M-V/def2-TZVPD).

XYZ file:
```
8
Properties=species:S:1:pos:R:3:forces:R:3
O 1.70068 1.18476 0.12964 -0.541 -0.832 -0.725
C 1.05503 0.31355 -0.41612 0.289 0.751 2.208
C -0.13344 -0.30973 0.25061 -0.125 -1.220 2.940
N -1.34924 0.02154 -0.51240 -0.885 0.571 0.962
O -2.25564 0.40709 0.18260 0.574 -0.328 -0.671
H 1.27126 -0.08614 -1.35971 0.682 -0.325 -1.939
H -0.17696 -1.43404 0.33998 0.560 0.775 -1.018
H -0.11168 -0.09703 1.38540 -0.554 0.607 -1.757
```
Positions in Å, forces in eV/Å.

The energy above the lowest of the compared OMol25 structures with the same formula, charge and spin is 3.639 eV. The SMILES is O=CCN=O. Its largest force on an atom is 3.2 eV Å⁻¹. For the molar mass, the calculation gives 73.051 u.



(6)
Entry from the Open Molecules 2025 dataset: C22H20N3O6RbS4Te as an isolated structure in a non-equilibrium geometry (wB97M-V/def2-TZVPD).

XYZ file:
```
57
Properties=species:S:1:pos:R:3:forces:R:3
Rb 1.09720 -1.26433 -1.29673 0.244 -0.937 1.896
C -2.18688 -6.32397 -0.80803 -0.178 -0.005 -0.036
S -1.69115 -6.15386 0.91074 0.024 -0.093 0.059
C -1.09199 -4.45117 0.92488 -0.009 0.119 0.373
S -1.75762 -3.24346 -0.02553 0.085 -0.086 -0.262
N -0.18451 -4.32203 1.87169 0.164 0.185 -0.475
N 0.57999 -3.20387 1.74010 -0.180 -0.244 0.287
C 1.00402 -2.69775 2.83495 0.083 0.059 -0.007
C 2.04150 -1.66414 2.83590 -0.066 -0.018 0.090
C 2.47313 -1.13117 4.05732 -0.041 0.052 -0.016
C 3.48474 -0.19087 4.06998 0.006 0.016 0.010
C 4.05217 0.20075 2.86626 -0.007 -0.028 -0.023
C 3.55508 -0.37441 1.70312 -0.017 0.101 0.029
N 2.58270 -1.27295 1.67609 0.071 -0.039 -0.128
H -2.82172 -7.20887 -0.87453 0.018 -0.011 -0.001
H -1.32266 -6.44181 -1.45987 0.009 0.021 0.012
H -2.74634 -5.43957 -1.11092 0.006 0.003 0.015
H 0.63576 -3.05566 3.79920 0.084 -0.038 0.008
H 2.00291 -1.46009 4.97582 0.009 -0.015 0.002
H 3.82809 0.23107 5.00783 0.000 0.005 -0.006
H 4.85213 0.92733 2.81945 -0.011 0.015 0.007
H 3.95848 -0.08622 0.73685 0.006 0.006 -0.004
O -0.42401 -0.36127 -3.24096 -0.086 0.286 -0.305
S -0.91383 0.92603 -2.05734 -0.208 0.211 0.135
O 0.38862 1.48547 -1.65629 -0.321 0.055 -0.296
O -1.42746 0.00278 -1.01917 -0.024 0.532 -0.490
C -0.03532 0.00862 -4.48094 -0.001 -0.132 0.151
C -0.85500 0.84617 -5.24111 0.042 0.012 -0.064
C -0.51831 1.17777 -6.54291 -0.030 0.027 0.027
C 0.64012 0.67179 -7.10978 0.059 0.011 -0.041
C 1.45883 -0.16105 -6.35849 0.000 -0.021 0.046
C 1.14990 -0.49790 -5.04733 -0.103 0.090 -0.120
S 2.30519 -1.56899 -4.16634 0.031 -0.076 -0.149
O 3.22868 -2.03011 -5.18817 0.029 0.063 0.001
O 1.49357 -2.62863 -3.57120 0.211 0.081 -0.445
O 2.91487 -0.69967 -3.15464 0.142 -0.073 -0.498
H -1.76470 1.21969 -4.79019 -0.022 -0.032 -0.009
H -1.17597 1.81990 -7.11851 0.012 0.019 0.004
H 0.90840 0.92086 -8.12966 -0.002 -0.013 -0.008
H 2.36491 -0.57848 -6.77619 0.007 -0.001 -0.008
C -0.54998 1.84065 3.47613 0.106 0.087 0.131
Te -0.67633 0.76928 1.60687 -0.123 -0.290 0.198
C -1.40852 2.63970 0.89153 -0.012 0.132 -0.068
C -1.90784 3.40418 2.08833 0.011 -0.029 -0.008
C -2.77893 4.48284 1.95840 0.019 -0.016 -0.002
C -3.26031 5.14999 3.07501 -0.013 0.014 -0.018
C -2.86969 4.74047 4.34237 -0.017 0.034 0.023
C -1.99217 3.67586 4.47978 0.044 -0.006 0.003
C -1.50012 3.00275 3.36488 -0.025 -0.021 -0.050
H 0.47066 2.19282 3.64221 -0.005 0.019 -0.001
H -0.81729 1.19461 4.31258 -0.009 -0.024 -0.021
H -2.20525 2.45586 0.17282 -0.010 -0.025 0.022
H -0.60580 3.16257 0.37088 0.004 0.014 0.024
H -3.09223 4.78876 0.96672 -0.009 0.002 -0.005
H -3.94850 5.97860 2.95597 -0.003 -0.002 0.006
H -3.25465 5.24383 5.22168 0.006 0.005 -0.002
H -1.68658 3.35130 5.46847 -0.001 -0.005 0.006
```
Positions in Å, forces in eV/Å.

The energy above the lowest of the compared OMol25 structures with the same formula, charge and spin is 1.072 eV. Its largest force on an atom is 2.1 eV Å⁻¹. For the molar mass, the calculation gives 763.753 u. Its net charge is -2.